# C21H55CuN4O9

C21H55CuN4O9 as an isolated structure at a distorted geometry (ωB97M-V/def2-TZVPD, the Open Molecules 2025 dataset).

Each line ends with the Löwdin charge.
Geometry (Å):
N -3.11751 0.86022 -0.94836  0.04
H -3.14206 2.42373 0.21428  0.13
H 2.81254 2.40320 1.36541  0.03
O 2.54666 2.38000 -1.17879  -0.19
H 3.03484 2.90432 5.75900  0.08
H -2.73332 -5.92457 -0.31086  0.09
H -7.51577 3.25925 -0.67502  0.08
H 0.58829 -3.78459 0.69562  0.08
C -2.52659 2.87742 -1.68105  -0.09
H -0.58248 -0.98517 -2.26294  0.06
H 0.62233 3.47458 5.97048  0.13
H -0.84479 -4.67191 -4.61534  0.11
H -1.17562 -6.89572 -3.96749  0.12
H -1.78350 -0.98765 -3.65084  0.08
H 3.50594 -3.36092 1.40416  0.10
H -3.63832 0.30873 -0.28149  0.09
H 2.51923 4.60328 5.93316  0.08
H -2.86617 3.90238 -1.53191  0.08
H -2.14886 0.95609 -0.67887  0.03
H 0.56442 -7.49283 -3.93397  0.12
O -5.92632 2.15790 -0.03722  -0.22
N 0.31346 -5.59573 -3.30406  -0.09
H -0.50652 -8.70924 -2.27249  0.11
C 0.41198 4.63045 4.03997  -0.11
H 1.61898 -1.57817 2.06237  0.02
H 0.29987 -7.50689 -1.40704  0.12
H 1.87516 -3.80373 -0.48634  0.06
C 4.47296 2.37703 0.21454  -0.40
H 1.50522 0.83872 -2.17081  0.07
O 1.87472 -2.34806 2.57564  -0.08
H 0.94385 1.45717 5.08788  0.11
C 1.53392 -3.31437 0.42590  -0.09
H 1.17674 2.62016 -2.55740  0.09
H 0.67342 0.30779 -0.29922  0.07
H -2.64698 2.56624 -2.71872  0.10
H -0.17463 -5.15393 -2.53811  0.05
N 3.80401 2.38191 1.55683  0.04
H 0.09427 5.44782 4.68734  0.13
C 3.56667 1.46591 -0.79110  -0.17
H 1.46611 -2.30167 0.02849  0.06
O -1.02083 -2.87172 -3.20193  -0.23
H -5.38557 2.11536 -2.03212  0.12
O -0.89365 4.25798 3.42747  -0.37
H -2.01541 6.06433 3.30874  0.09
H -1.48418 2.77005 -1.38110  0.08
C -0.51742 -7.63037 -2.11759  -0.17
H 1.36183 1.87951 3.65522  0.08
H -1.02332 -6.22415 -0.13401  0.08
C -3.46827 2.22413 -0.80643  -0.47
O 1.20329 0.52917 1.70249  -0.03
H 3.28575 0.45815 -0.48518  0.12
H 2.52238 1.83259 -3.21991  0.09
H 3.16067 3.97982 4.40573  0.07
C -1.80415 -6.03338 -0.87023  -0.12
C 0.99819 3.49753 4.94759  -0.39
O -0.16338 0.69230 -0.02805  0.07
H 4.23615 1.40597 -1.64919  0.11
H 4.68045 3.38840 -0.13500  0.13
N 0.76049 2.18156 4.40838  0.03
H 0.97885 -3.23861 -2.81902  0.11
H 5.70365 0.74357 0.26134  0.08
C 0.30432 -3.22286 -3.67509  -0.18
H 6.38478 2.18840 -0.48680  0.08
Cu -1.40963 2.19084 3.93147  0.68
H 2.39187 -4.32457 2.06642  0.10
H -2.26276 4.80385 2.14192  0.09
H -7.91942 2.22179 0.72464  0.09
C -1.36759 -1.52121 -2.79618  -0.08
H -7.55093 1.49365 -0.86204  0.08
C -5.03486 2.55697 -1.09933  -0.12
C 5.82711 1.82062 0.37451  -0.10
H 4.02104 1.44331 1.86018  0.06
O -1.86127 -7.17604 -1.69320  -0.19
H -2.22879 -1.53575 -2.12820  0.07
C 2.44478 -3.31877 1.64969  -0.29
H -1.51415 -5.12422 -1.39694  0.07
H 1.18671 4.82520 3.29837  0.13
H -0.80219 5.80524 1.95027  0.10
C 1.90311 1.84202 -2.32296  -0.11
H 0.83801 -4.78383 -5.24069  0.12
C -0.22546 -6.93176 -3.43457  -0.22
C 0.09679 0.92607 1.28355  -0.78
C -7.31578 2.30964 -0.17870  -0.12
C 2.53752 3.74043 5.26740  -0.04
H 6.41706 2.14406 1.23210  0.09
H 0.53606 -2.51571 -4.47153  0.11
C -1.48621 5.35659 2.67065  -0.05
C 0.21407 -4.61305 -4.36341  -0.18
O -0.70260 1.54947 1.97645  -0.10
H -5.03330 3.63827 -1.23677  0.10

Calculated values
LUMO (alpha / beta): 0.481 / -2.329 eV
charge: 0
strongest force on any atom: 4.832 eV/Å
E_tot: -91687.3953 eV
HOMO-LUMO gap (alpha / beta): 7.3 / 6.0 eV
HOMO energy (alpha / beta): -6.86 / -8.36 eV
expectation value of S²: 2.0023
multiplicity: 3